This record from OMol25 describes a 10-piece molecular cluster, C50H106F6N8O4 overall at a distorted geometry. The level of theory is ωB97M-V/def2-TZVPD.

The value obtained for the calculated total energy is -3306.76481 Ha. As for the frontier orbital gap: 8.7847 eV. The SMILES is CCOC(=O)C(F)(F)F.CCOC(=O)C(F)(F)F.CCN(CC)CC.CCN(CC)CC.CCN(CC)CC.CCN(CC)CC.CCN(CC)CC.CCCC#N.CCCC#N.CCCC#N. For the HOMO energy, the calculation gives -8.439 eV. The calculation puts the LUMO energy at 0.35 eV.

Last column: Löwdin charge in e.
CARTESIAN COORDINATES (ANGSTROEM)
C1 0.062 0.270 -4.936  -0.0860
C2 -0.900 -0.550 -5.852  -0.2288
C3 -1.025 -0.018 -7.291  -0.1840
C4 -1.427 1.395 -7.456  -0.2113
N1 -1.751 2.466 -7.595  0.1640
H1 -0.264 0.181 -3.900  0.0411
H2 0.019 1.339 -5.147  0.0572
H3 1.107 -0.040 -4.949  0.0754
H4 -1.936 -0.589 -5.517  0.0994
H5 -0.618 -1.602 -5.804  0.1010
H6 -1.698 -0.728 -7.773  0.1163
H7 -0.090 -0.206 -7.818  0.1160
C5 -3.474 2.268 -4.058  -0.0946
C6 -3.977 3.182 -5.206  -0.2552
C7 -5.270 3.932 -4.873  -0.1965
C8 -6.474 3.112 -5.000  -0.2277
N2 -7.423 2.455 -5.186  0.1306
H8 -2.421 2.039 -4.221  0.0371
H9 -4.056 1.347 -4.015  0.0727
H10 -3.531 2.678 -3.050  0.0697
H11 -4.082 2.622 -6.135  0.0937
H12 -3.227 3.925 -5.477  0.0864
H13 -5.408 4.682 -5.652  0.1175
H14 -5.220 4.420 -3.900  0.1183
C9 0.280 -6.194 -3.132  -0.0974
C10 0.394 -5.370 -4.448  -0.2349
C11 0.160 -6.249 -5.702  -0.1782
C12 -1.258 -6.640 -5.879  -0.2388
N3 -2.345 -6.979 -6.080  0.1334
H15 0.215 -5.577 -2.236  0.0523
H16 1.120 -6.871 -2.977  0.0692
H17 -0.610 -6.823 -3.121  0.0771
H18 1.348 -4.845 -4.472  0.0988
H19 -0.342 -4.567 -4.417  0.0970
H20 0.636 -7.216 -5.545  0.1161
H21 0.469 -5.800 -6.645  0.1136
C13 -7.020 -2.406 -0.971  -0.0785
C14 -6.104 -2.541 0.323  -0.2418
N4 -5.022 -1.557 0.263  -0.1855
C15 -4.394 -1.440 1.575  -0.2597
C16 -3.552 -2.619 2.108  -0.0717
C17 -4.045 -1.860 -0.857  -0.2088
C18 -2.988 -0.727 -1.027  -0.0829
H22 -6.588 -2.780 -1.899  0.0528
H23 -7.260 -1.385 -1.268  0.0690
H24 -7.949 -2.936 -0.762  0.0601
H25 -6.674 -2.340 1.229  0.1070
H26 -5.767 -3.573 0.420  0.1007
H27 -3.826 -0.510 1.618  0.0952
H28 -5.175 -1.229 2.305  0.1089
H29 -4.160 -3.521 2.179  0.0696
H30 -2.611 -2.830 1.599  0.0568
H31 -3.252 -2.351 3.121  0.0473
H32 -4.553 -1.877 -1.821  0.0956
H33 -3.629 -2.856 -0.711  0.1065
H34 -2.485 -0.747 -1.994  0.0642
H35 -2.257 -0.798 -0.222  0.0494
H36 -3.520 0.214 -0.885  0.0749
C19 8.283 -0.688 1.583  -0.0759
C20 7.044 -0.948 0.646  -0.2360
N5 5.843 -1.397 1.409  -0.1905
C21 5.998 -2.748 1.891  -0.2647
C22 4.982 -3.095 3.030  -0.0595
C23 4.625 -1.223 0.601  -0.2179
C24 4.264 0.302 0.514  -0.0654
H37 9.057 -0.321 0.910  0.0621
H38 8.661 -1.590 2.064  0.0562
H39 8.075 0.131 2.270  0.0696
H40 6.878 -0.061 0.034  0.0963
H41 7.354 -1.642 -0.135  0.1053
H42 7.001 -2.846 2.305  0.0927
H43 6.020 -3.502 1.105  0.1034
H44 5.395 -3.861 3.685  0.0678
H45 4.100 -3.437 2.488  0.0420
H46 4.720 -2.221 3.627  0.0724
H47 4.883 -1.556 -0.405  0.1054
H48 3.775 -1.827 0.917  0.1007
H49 3.764 0.659 1.414  0.0634
H50 5.046 1.047 0.366  0.0614
H51 3.565 0.512 -0.295  0.0469
C25 -0.442 4.588 -3.967  -0.0759
C26 0.829 5.257 -3.423  -0.2314
N6 0.927 5.218 -1.929  -0.1876
C27 -0.016 6.191 -1.336  -0.2507
C28 -0.246 6.022 0.160  -0.0928
C29 2.310 5.484 -1.442  -0.2001
C30 3.142 4.154 -1.590  -0.0758
H52 -0.432 4.506 -5.054  0.0724
H53 -1.322 5.186 -3.734  0.0634
H54 -0.528 3.571 -3.584  0.0445
H55 1.689 4.660 -3.728  0.0944
H56 1.005 6.265 -3.800  0.1130
H57 0.400 7.183 -1.510  0.1086
H58 -0.988 6.216 -1.829  0.1034
H59 -1.114 6.512 0.601  0.0712
H60 -0.353 4.981 0.465  0.0469
H61 0.609 6.303 0.776  0.0536
H62 2.349 5.713 -0.377  0.0987
H63 2.710 6.310 -2.030  0.1095
H64 4.204 4.398 -1.554  0.0678
H65 2.867 3.606 -2.491  0.0489
H66 3.057 3.434 -0.777  0.0510
C31 -1.507 5.667 3.584  -0.0751
C32 -0.805 4.432 4.185  -0.2189
N7 -0.057 3.708 3.121  -0.1773
C33 -0.766 2.548 2.618  -0.2551
C34 -2.108 2.910 1.951  -0.0809
C35 1.367 3.385 3.488  -0.2417
C36 2.158 4.655 3.645  -0.0909
H67 -0.763 6.388 3.245  0.0659
H68 -2.154 6.179 4.296  0.0690
H69 -2.112 5.338 2.739  0.0459
H70 -0.149 4.717 5.007  0.1023
H71 -1.541 3.692 4.499  0.1017
H72 -0.181 2.123 1.803  0.0931
H73 -0.946 1.838 3.426  0.0928
H74 -2.139 3.752 1.260  0.0624
H75 -2.433 2.047 1.370  0.0498
H76 -2.866 3.011 2.728  0.0734
H77 1.780 2.956 2.575  0.1017
H78 1.467 2.643 4.280  0.1004
H79 3.186 4.403 3.907  0.0757
H80 1.848 5.178 4.549  0.0618
H81 2.057 5.290 2.765  0.0719
C37 0.169 0.036 7.194  -0.0838
C38 0.622 -1.254 6.570  -0.2377
N8 -0.206 -1.750 5.432  -0.1684
C39 -0.394 -0.875 4.311  -0.2661
C40 0.950 -0.254 3.773  -0.0659
C41 -1.548 -2.119 5.844  -0.2621
C42 -1.731 -2.969 7.176  -0.0676
H82 0.926 0.387 7.896  0.0789
H83 -0.812 -0.052 7.659  0.0709
H84 0.044 0.850 6.479  0.0607
H85 1.636 -1.197 6.175  0.1052
H86 0.691 -2.028 7.334  0.1042
H87 -0.835 -1.441 3.490  0.0950
H88 -1.019 0.005 4.460  0.0900
H89 0.613 0.361 2.939  0.0372
H90 1.449 0.386 4.500  0.0523
H91 1.659 -1.026 3.474  0.0656
H92 -2.082 -2.664 5.066  0.0890
H93 -2.174 -1.233 5.948  0.1005
H94 -1.382 -2.400 8.038  0.0533
H95 -1.235 -3.929 7.035  0.0705
H96 -2.780 -3.171 7.391  0.0654
C43 0.477 -3.779 2.344  -0.0662
C44 0.638 -5.091 1.636  -0.2112
O1 1.849 -5.031 0.890  -0.0003
C45 2.208 -6.114 0.124  -0.2867
O2 1.516 -7.141 -0.067  0.1168
C46 3.440 -5.830 -0.755  -0.6347
F1 4.053 -6.973 -1.078  0.1698
F2 3.036 -5.323 -1.874  0.1987
F3 4.297 -5.024 -0.194  0.1946
H97 -0.485 -3.817 2.854  0.0754
H98 0.508 -2.889 1.715  0.0610
H99 1.225 -3.613 3.120  0.0811
H100 -0.152 -5.251 0.901  0.1285
H101 0.596 -5.870 2.397  0.1347
C47 -0.686 2.029 -1.201  -0.0385
C48 0.812 1.615 -1.258  -0.1822
O3 0.952 0.284 -1.696  -0.0030
C49 0.856 -0.799 -0.898  -0.3206
O4 0.606 -0.770 0.300  0.1292
C50 1.152 -2.127 -1.644  -0.6320
F4 1.468 -2.003 -2.917  0.1787
F5 2.141 -2.792 -1.143  0.1974
F6 0.121 -2.911 -1.569  0.1990
H102 -1.274 1.636 -0.371  0.0466
H103 -1.119 1.740 -2.158  0.0525
H104 -0.758 3.114 -1.137  0.0642
H105 1.246 1.702 -0.261  0.1123
H106 1.235 2.277 -2.013  0.1010

---

This record from OMol25 describes C50H109N4O18V as an isolated structure at a distorted geometry. The level of theory is ωB97M-V/def2-TZVPD.

Its charge is +1. The value obtained for the calculated total energy is -4487.40268 Ha. As for the frontier orbital gap (alpha / beta): 7.6337 / 3.3964 eV. Its multiplicity is 4. For the HOMO energy (alpha / beta), the calculation gives -9.713 / -9.713 eV. The calculation puts the LUMO energy (alpha / beta) at -2.08 / -6.32 eV.

Last column: Löwdin charge in e.
CARTESIAN COORDINATES (ANGSTROEM)
V1 -1.300 0.844 2.560  1.2549
C1 0.790 -2.222 4.729  0.0548
C2 -0.025 -1.046 4.061  -0.5994
O1 0.410 0.063 3.737  -0.0463
O2 -1.263 -1.079 3.824  -0.0684
H1 1.443 -1.809 5.497  0.0740
H2 1.471 -2.655 3.997  0.0754
H3 0.109 -3.013 5.041  0.0793
C3 -1.643 -1.336 -0.943  0.0493
C4 -1.453 -0.562 0.379  -0.6562
O3 -0.413 0.064 0.766  -0.0706
O4 -2.342 -0.442 1.173  -0.0293
H4 -0.918 -2.138 -0.805  0.0800
H5 -1.314 -0.826 -1.849  0.0698
H6 -2.629 -1.784 -1.061  0.0662
C5 -4.128 2.741 4.784  0.0257
C6 -3.064 1.930 4.128  -0.6935
O5 -1.875 2.302 4.153  -0.0269
O6 -3.322 0.983 3.364  -0.0580
H7 -3.836 3.787 4.869  0.0912
H8 -4.329 2.470 5.820  0.0935
H9 -5.055 2.659 4.216  0.0708
C7 -3.903 -3.644 3.986  -0.2543
C8 -4.889 -3.745 2.803  -0.2021
O7 -4.978 -2.482 2.097  -0.1048
O8 -2.594 -3.677 3.532  -0.0584
H10 -4.262 -4.310 4.770  0.1156
H11 -3.954 -2.659 4.450  0.1226
H12 -5.897 -4.110 3.003  0.1138
H13 -4.490 -4.427 2.053  0.1084
H14 -4.051 -2.361 1.880  0.0441
H15 -2.227 -2.791 3.578  0.0344
C9 -3.248 -4.885 -3.251  -0.2191
C10 -2.530 -5.188 -1.928  -0.2286
O9 -2.948 -6.440 -1.383  -0.0656
O10 -4.580 -4.418 -3.025  -0.0733
H16 -3.319 -5.734 -3.931  0.1200
H17 -2.696 -4.168 -3.860  0.1026
H18 -2.720 -4.383 -1.218  0.1079
H19 -1.465 -5.405 -2.010  0.1056
H20 -2.398 -6.433 -0.597  0.0831
H21 -4.820 -4.884 -2.221  0.0740
C11 1.080 -2.039 -4.603  -0.2123
C12 1.476 -3.352 -5.450  -0.1993
O11 2.803 -3.334 -5.952  -0.0649
O12 -0.226 -2.115 -4.036  -0.0951
H22 1.012 -1.155 -5.236  0.1097
H23 1.838 -1.982 -3.821  0.0959
H24 0.765 -3.377 -6.276  0.1135
H25 1.430 -4.241 -4.821  0.0976
H26 2.907 -2.509 -6.432  0.0967
H27 -0.891 -2.159 -4.727  0.0806
C13 -1.255 3.157 0.460  -0.0952
C14 -0.180 3.641 1.505  -0.1312
O13 0.214 2.518 2.309  -0.1266
O14 -2.263 2.414 1.256  -0.1381
H28 -0.923 2.397 -0.248  0.0985
H29 -1.788 3.937 -0.084  0.1282
H30 -0.468 4.419 2.212  0.1359
H31 0.676 3.977 0.920  0.1165
H32 1.116 2.698 2.583  0.0524
H33 -3.141 2.573 0.900  0.0679
C15 0.312 2.121 -3.716  -0.0342
C16 1.684 2.167 -3.068  -0.4773
C17 2.711 1.606 -4.080  -0.1134
C18 4.208 1.949 -3.763  -0.1497
C19 4.244 3.496 -3.771  -0.1487
C20 3.273 4.264 -2.813  -0.4670
N1 1.933 3.638 -2.834  -0.1028
O15 1.101 4.208 -1.844  -0.0279
C21 3.922 4.268 -1.389  -0.0226
C22 3.188 5.724 -3.349  -0.0395
C23 1.743 1.418 -1.766  -0.0236
H34 0.173 2.374 -4.768  0.0876
H35 -0.432 2.735 -3.208  0.0682
H36 -0.094 1.125 -3.539  0.0687
H37 2.657 0.519 -4.154  0.0929
H38 2.483 1.937 -5.093  0.1144
H39 4.994 1.586 -4.426  0.1122
H40 4.473 1.654 -2.748  0.0931
H41 4.073 3.778 -4.810  0.1124
H42 5.286 3.768 -3.599  0.1141
H43 3.265 4.877 -0.768  0.0711
H44 3.964 3.281 -0.930  0.0600
H45 4.941 4.653 -1.423  0.0848
H46 4.172 6.099 -3.629  0.0829
H47 2.562 5.814 -4.236  0.0812
H48 2.783 6.485 -2.682  0.0740
H49 1.061 1.826 -1.020  0.0656
H50 2.734 1.484 -1.318  0.0617
H51 1.507 0.357 -1.840  0.0847
H52 0.680 4.892 -2.370  0.1027
C24 -5.512 -0.729 -1.213  0.0110
C25 -5.641 0.736 -1.642  -0.3970
C26 -6.840 0.942 -2.629  -0.1020
C27 -8.254 0.767 -1.964  -0.1551
C28 -8.325 1.810 -0.876  -0.1367
C29 -7.219 1.733 0.217  -0.4387
N2 -5.858 1.572 -0.404  0.1216
O16 -4.778 1.719 0.425  0.0902
C30 -7.317 3.060 1.029  0.0024
C31 -7.518 0.623 1.169  -0.0116
C32 -4.339 1.165 -2.426  0.0080
H53 -6.416 -1.239 -0.880  0.0883
H54 -4.888 -0.828 -0.325  0.0769
H55 -5.016 -1.278 -2.014  0.1030
H56 -6.733 1.925 -3.086  0.1202
H57 -6.821 0.262 -3.481  0.1319
H58 -8.391 -0.259 -1.622  0.1072
H59 -9.051 0.876 -2.700  0.1231
H60 -9.280 1.988 -0.382  0.1341
H61 -8.248 2.720 -1.470  0.1253
H62 -6.809 2.902 1.980  0.0797
H63 -6.778 3.821 0.465  0.0944
H64 -8.320 3.423 1.250  0.1054
H65 -7.648 -0.327 0.650  0.0856
H66 -6.770 0.408 1.931  0.1011
H67 -8.433 0.672 1.759  0.1196
H68 -4.274 2.240 -2.595  0.0948
H69 -4.151 0.493 -3.263  0.1038
H70 -3.458 0.983 -1.810  0.0673
H71 -4.866 1.056 1.114  0.1255
C33 3.480 -5.420 -0.575  -0.0190
C34 2.823 -4.307 -1.408  -0.4707
C35 2.338 -3.197 -0.464  -0.1581
C36 3.400 -2.310 0.142  -0.1922
C37 4.294 -1.723 -0.969  -0.1159
C38 4.800 -2.823 -1.970  -0.4439
N3 3.661 -3.697 -2.456  -0.0780
O17 3.963 -4.583 -3.558  -0.0090
C39 5.340 -2.023 -3.179  -0.0403
C40 5.981 -3.644 -1.320  -0.0186
C41 1.508 -4.816 -2.096  -0.0277
H72 2.755 -6.149 -0.215  0.0807
H73 3.981 -5.043 0.317  0.0659
H74 4.266 -5.940 -1.123  0.0843
H75 1.692 -2.477 -0.967  0.1033
H76 1.750 -3.593 0.363  0.1278
H77 3.946 -2.917 0.863  0.1000
H78 2.872 -1.620 0.800  0.0870
H79 5.152 -1.283 -0.461  0.1146
H80 3.737 -0.902 -1.419  0.0971
H81 4.456 -1.767 -3.762  0.0695
H82 6.083 -1.270 -2.916  0.0876
H83 5.949 -2.711 -3.766  0.0794
H84 6.216 -4.557 -1.867  0.0836
H85 6.885 -3.035 -1.296  0.0789
H86 5.724 -3.857 -0.283  0.0617
H87 0.908 -5.484 -1.478  0.0744
H88 1.788 -5.250 -3.056  0.0654
H89 0.845 -4.019 -2.431  0.0550
H90 3.702 -4.039 -4.305  0.0444
C42 5.162 2.287 2.591  -0.0119
C43 3.886 1.443 2.950  -0.3976
C44 4.144 0.157 3.826  -0.1290
C45 4.273 0.396 5.295  -0.1853
C46 3.139 1.245 5.846  -0.1213
C47 2.858 2.606 5.079  -0.4175
N4 2.878 2.359 3.593  -0.1421
O18 2.724 3.566 2.998  -0.0300
C48 1.454 3.121 5.573  -0.0139
C49 3.935 3.649 5.587  -0.0337
C50 3.195 0.951 1.664  -0.0363
H91 5.996 1.850 2.042  0.0873
H92 5.684 2.535 3.515  0.0672
H93 5.007 3.230 2.065  0.0740
H94 3.509 -0.692 3.572  0.1067
H95 5.127 -0.234 3.564  0.1182
H96 5.239 0.898 5.360  0.1110
H97 4.322 -0.585 5.768  0.1178
H98 3.390 1.466 6.884  0.1136
H99 2.154 0.778 5.804  0.1027
H100 0.674 2.670 4.959  0.0568
H101 1.384 2.881 6.634  0.0884
H102 1.240 4.173 5.386  0.0805
H103 4.972 3.363 5.413  0.0652
H104 3.808 4.712 5.383  0.0773
H105 3.820 3.629 6.671  0.0777
H106 2.255 0.417 1.806  0.0678
H107 3.846 0.322 1.058  0.0723
H108 2.833 1.774 1.048  0.0668
H109 3.622 3.902 3.041  0.0818